[1]
# C4H5KMgO

A structure of composition C4H5KMgO at a distorted geometry (ωB97M-V with the def2-TZVPD basis set, the OMol25 dataset).

Geometry as ORCA input:
```
! RIJCOSX wB97M-V def2-TZVPD def2/J DEFGRID3
* xyz 1 2
C -0.93641 0.73590 -1.43179
C 0.00211 0.76693 -0.37714
C 1.17958 0.90620 0.31322
H -1.97176 0.65246 -1.13391
H -0.92683 0.60375 -2.50873
H 2.01600 0.72728 0.98192
H 1.85237 1.57740 -0.21345
O -0.64179 -1.39478 1.16644
C -0.27229 -0.26161 1.49914
Mg -0.99750 -1.65888 -1.07674
K 1.03519 -2.96782 0.37813
H -0.33868 0.31317 2.40292
*
```

Calculated values
HOMO-LUMO gap (spin up / spin down): 4.6 / 5.3 eV
Relative energy (zero: lowest compared OMol25 entry of this formula, charge and spin): 651.0 kJ/mol
Highest occupied orbital energy (spin up / spin down): -0.35931 / -0.37709 hartree
E: -28032.046 eV
F_max: 5.19 eV/A

[2]
# C4H5Li2O

A structure of composition C4H5Li2O at a distorted geometry (ωB97M-V with the def2-TZVPD basis set, the OMol25 dataset).

Geometry as ORCA input:
```
! RIJCOSX wB97M-V def2-TZVPD def2/J DEFGRID3
* xyz 1 1
O -1.62751 1.39524 -0.58686
C -0.69157 1.16799 0.24848
C -0.47906 -0.27698 0.58777
Li -2.94379 0.43477 -1.42492
Li -0.78751 3.09433 -0.39941
H -1.01027 -0.96441 -0.09515
H -0.84303 -0.36565 1.62948
C 1.03322 -0.49833 0.56992
C 1.70387 -1.22185 -0.32924
H 2.77949 -1.38198 -0.23138
H 1.58476 0.03673 1.34973
H 1.28141 -1.41986 -1.31842
*
```

Calculated values
HOMO-LUMO gap: 7.6 eV
Relative energy (zero: lowest compared OMol25 entry of this formula, charge and spin): 0.0 kJ/mol
Highest occupied orbital energy: -0.43835 hartree
E: -6679.657 eV
F_max: 1.26 eV/A

[3]
# C4H5LiNaO

A structure of composition C4H5LiNaO at a distorted geometry (ωB97M-V with the def2-TZVPD basis set, the OMol25 dataset).

Geometry as ORCA input:
```
! RIJCOSX wB97M-V def2-TZVPD def2/J DEFGRID3
* xyz 0 2
C -1.62550 -1.88688 -0.20473
C -1.60167 -0.58245 -0.41052
C -1.62019 0.69483 -0.70806
H -1.43874 -2.30171 0.78816
H -1.89336 -2.57337 -1.01177
H -0.73282 1.20509 -1.07449
H -2.53739 1.27952 -0.57458
O 2.81827 1.93626 1.18156
C 1.65762 2.22141 1.57801
Na 1.22042 -1.84801 -0.91788
Li 4.09648 -0.67746 -1.30760
H 1.65687 2.53278 2.66188
*
```

Calculated values
HOMO-LUMO gap (spin up / spin down): 4.3 / 3.5 eV
Relative energy (zero: lowest compared OMol25 entry of this formula, charge and spin): 362.9 kJ/mol
Highest occupied orbital energy (spin up / spin down): -0.16288 / -0.16263 hartree
E: -10891.412 eV
F_max: 6.78 eV/A

[4]
# C4H5LiO2

A structure of composition C4H5LiO2 at a distorted geometry (ωB97M-V with the def2-TZVPD basis set, the OMol25 dataset).

Geometry as ORCA input:
```
! RIJCOSX wB97M-V def2-TZVPD def2/J DEFGRID3
* xyz 0 1
O 1.38783 -0.83102 0.17669
C 0.42916 -0.03527 0.86200
C 0.17057 1.40069 0.40553
C -0.76105 0.29702 0.09349
C -1.57155 -0.27306 -0.82381
H 2.24533 -0.81243 0.61223
H 0.38924 -0.25608 1.93480
H 0.81422 1.78462 -0.39397
H -0.06128 2.13174 1.18870
H -1.83743 0.11167 -1.91425
O -1.41153 -1.44083 -1.40990
Li 0.20648 -2.07705 -0.73151
*
```

Calculated values
HOMO-LUMO gap: 7.0 eV
Relative energy (zero: lowest compared OMol25 entry of this formula, charge and spin): 188.1 kJ/mol
Highest occupied orbital energy: -0.26603 hartree
E: -8526.108 eV
F_max: 6.14 eV/A

[5]
# C4H5LiO2

A structure of composition C4H5LiO2 at a distorted geometry (ωB97M-V with the def2-TZVPD basis set, the OMol25 dataset).

Geometry as ORCA input:
```
! RIJCOSX wB97M-V def2-TZVPD def2/J DEFGRID3
* xyz 0 1
C -1.30717 -0.53840 0.61964
C -1.39767 0.31729 -0.42518
O -0.69041 1.50305 -0.38548
H -0.65489 -0.31579 1.46700
H -2.07425 -1.30828 0.70705
H -2.31327 0.38191 -1.01826
H -1.29063 2.25521 -0.36404
H 1.26404 -2.22521 -0.86779
C 2.19189 -1.79731 -0.33579
C 2.62875 -0.69149 0.01780
O 2.39205 0.52463 0.24042
Li 1.25156 1.89441 0.34464
*
```

Calculated values
HOMO-LUMO gap: 6.0 eV
Relative energy (zero: lowest compared OMol25 entry of this formula, charge and spin): 271.0 kJ/mol
Highest occupied orbital energy: -0.24952 hartree
E: -8525.248 eV
F_max: 4.51 eV/A

[6]
# C4H5LiO2Sm

A structure of composition C4H5LiO2Sm at a distorted geometry (ωB97M-V with the def2-TZVPD basis set, the OMol25 dataset).

Geometry as ORCA input:
```
! RIJCOSX wB97M-V def2-TZVPD def2/J DEFGRID3
* xyz 2 7
H 1.53458 1.34138 0.73176
C 0.77683 0.94244 -0.10137
C -0.64937 0.97328 0.32008
C -1.24055 -0.40620 0.56914
C -0.41680 -1.54041 0.05090
O 0.66405 -1.80631 0.66747
O 1.15045 0.97461 -1.25979
Li 2.72394 0.90596 -2.26546
Sm 0.96356 -3.40970 -1.19518
H -1.19121 1.50897 -0.47815
H -0.71190 1.62766 1.20302
H -2.23556 -0.52353 0.10967
H -1.36801 -0.58814 1.64791
*
```

Calculated values
HOMO-LUMO gap (spin up / spin down): 6.4 / 6.5 eV
Relative energy (zero: lowest compared OMol25 entry of this formula, charge and spin): 0.0 kJ/mol
Highest occupied orbital energy (spin up / spin down): -0.54671 / -0.54836 hartree
E: -26415.590 eV
F_max: 4.23 eV/A

[7]
# C4H5LiO3Pm

A structure of composition C4H5LiO3Pm at a distorted geometry (ωB97M-V with the def2-TZVPD basis set, the OMol25 dataset).

Geometry as ORCA input:
```
! RIJCOSX wB97M-V def2-TZVPD def2/J DEFGRID3
* xyz 2 6
O -1.59118 -0.23769 -1.03716
Li -0.56267 -2.44136 -0.35693
O -2.11782 -1.49783 -0.63104
C -1.44618 0.61003 -0.06478
C -0.76700 1.81110 0.03617
H -0.69880 2.44858 0.92354
H -1.98993 0.32105 0.84123
H -1.35068 2.35074 -0.80664
O 2.36377 0.09706 -0.51603
C 2.13792 -1.08162 -0.01729
C 1.09783 -1.39032 0.80269
Pm 1.55309 1.95905 -0.47935
H 0.57574 -1.06899 1.70495
H 2.79590 -1.87981 -0.39934
*
```

Calculated values
HOMO-LUMO gap (spin up / spin down): 6.6 / 7.2 eV
Relative energy (zero: lowest compared OMol25 entry of this formula, charge and spin): 0.0 kJ/mol
Highest occupied orbital energy (spin up / spin down): -0.61305 / -0.61367 hartree
E: -27106.660 eV
F_max: 4.64 eV/A

[8]
# C4H5LiO3Tb

A structure of composition C4H5LiO3Tb at a distorted geometry (ωB97M-V with the def2-TZVPD basis set, the OMol25 dataset).

Geometry as ORCA input:
```
! RIJCOSX wB97M-V def2-TZVPD def2/J DEFGRID3
* xyz 2 8
O -1.97236 -0.66780 -0.90651
Li -1.65881 -2.39868 0.37633
O -3.03015 -1.41407 -0.27613
C -1.65086 0.42257 -0.14469
C -0.27190 0.84248 0.04113
H -0.34406 1.95662 0.08164
H -2.41397 1.16458 -0.39912
H -1.52105 1.03979 0.99531
O 2.48646 -0.27265 -0.51000
C 1.78912 -1.12151 0.17640
C 0.53326 -0.77445 0.65346
Tb 1.98789 1.69162 -0.53648
H 0.07724 -0.96680 1.62420
H 2.26942 -2.07500 0.43566
*
```

Calculated values
HOMO-LUMO gap (spin up / spin down): 6.9 / 5.9 eV
Relative energy (zero: lowest compared OMol25 entry of this formula, charge and spin): 689.6 kJ/mol
Highest occupied orbital energy (spin up / spin down): -0.61908 / -0.59397 hartree
E: -32983.887 eV
F_max: 4.99 eV/A

[9]
# C4H5MnO

A structure of composition C4H5MnO at a distorted geometry (ωB97M-V with the def2-TZVPD basis set, the OMol25 dataset).

Geometry as ORCA input:
```
! RIJCOSX wB97M-V def2-TZVPD def2/J DEFGRID3
* xyz 1 6
H 1.45347 -1.55099 0.94475
C -1.90185 0.60099 -0.57218
C -0.87448 0.35667 0.25544
C 0.02558 -0.79194 0.16597
C 1.39607 -0.66859 0.14797
O 2.04801 0.41812 0.47326
Mn 3.54234 0.86188 -0.35651
H -2.17116 -0.10038 -1.36711
H -0.62432 1.10847 1.01163
H -2.52388 1.49037 -0.45565
H -0.36978 -1.72461 -0.24756
*
```

Calculated values
HOMO-LUMO gap (spin up / spin down): 5.8 / 5.3 eV
Relative energy (zero: lowest compared OMol25 entry of this formula, charge and spin): 0.0 kJ/mol
Highest occupied orbital energy (spin up / spin down): -0.45309 / -0.44916 hartree
E: -37584.797 eV
F_max: 5.06 eV/A

[10]
# C4H5N

An isolated molecule of C4H5N at a distorted geometry (ωB97M-V with the def2-TZVPD basis set, the OMol25 dataset).

Geometry as ORCA input:
```
! RIJCOSX wB97M-V def2-TZVPD def2/J DEFGRID3
* xyz 0 1
C -1.20034 0.34023 -1.94739
C -0.77567 0.21641 -0.82125
C -0.23525 0.28849 0.54219
C 0.75819 -0.74579 1.02910
N 1.16538 0.59154 0.63207
H -1.58639 0.44820 -2.94298
H -0.93352 0.60353 1.29331
H 0.38912 -1.51770 0.39724
H 0.83749 -0.89686 2.10297
H 1.58099 0.67195 -0.28526
*
```

Calculated values
SMILES string: C#C[C@H]1CN1
HOMO-LUMO gap: 10.6 eV
Relative energy (zero: lowest compared OMol25 entry of this formula, charge and spin): 350.2 kJ/mol
Highest occupied orbital energy: -0.34647 hartree
E: -5715.217 eV
F_max: 2.27 eV/A